No. 1
{
  "formula": "C35H31N6OPt",
  "method": "ωB97M-V/def2-TZVPD",
  "spin_multiplicity": 1,
  "e_above_lowest_ev": 1.183,
  "homo_energy_ev": -10.205,
  "gap_ev": 7.386,
  "total_charge": 1,
  "lumo_ev": -2.82,
  "symbols": ["Pt", "C", "C", "C", "C", "N", "C", "C", "C", "C", "C", "C", "N", "H", "H", "H", "H", "H", "H", "H", "H", "N", "C", "C", "C", "C", "C", "C", "C", "C", "C", "C", "C", "C", "H", "H", "H", "H", "H", "H", "H", "H", "H", "H", "C", "C", "C", "C", "C", "N", "C", "O", "N", "C", "C", "C", "C", "N", "C", "C", "C", "H", "H", "H", "H", "H", "H", "H", "H", "H", "H", "H", "H", "H"],
  "coordinates": [[-0.1096, 2.0189, -0.3646], [-3.3162, -0.6895, -1.3266], [-2.7122, -1.9133, -1.5053], [-1.3833, -2.0678, -1.1430], [-0.6839, -0.9940, -0.6268], [-1.2648, 0.2044, -0.4795], [-2.5551, 0.3472, -0.8146], [0.7642, -1.1378, -0.2046], [1.3783, -2.3743, -0.1075], [2.7058, -2.4265, 0.3000], [3.3642, -1.2502, 0.5870], [2.6588, -0.0584, 0.4698], [1.3853, -0.0130, 0.0942], [-4.3526, -0.5244, -1.5884], [-3.2664, -2.7494, -1.9156], [-0.8921, -3.0202, -1.2801], [-2.9693, 1.3325, -0.6679], [0.8334, -3.2848, -0.3177], [3.2123, -3.3792, 0.3925], [4.3953, -1.2478, 0.9141], [3.1262, 0.8955, 0.6877], [0.5171, 3.9737, -0.2624], [1.8568, 4.2288, -0.7666], [2.7366, 4.9684, 0.0041], [4.0277, 5.1987, -0.4475], [4.4173, 4.6802, -1.6725], [3.5170, 3.9498, -2.4344], [2.2101, 3.7188, -2.0069], [1.2556, 2.9546, -2.8562], [1.3601, 3.1110, -4.2431], [0.5949, 2.3663, -5.1193], [-0.2836, 1.4249, -4.6067], [-0.4200, 1.2825, -3.2322], [0.3078, 2.0626, -2.3219], [-0.1816, 4.4434, -0.8326], [0.4458, 4.3286, 0.6825], [2.4121, 5.3705, 0.9595], [4.7185, 5.7750, 0.1547], [5.4244, 4.8400, -2.0350], [3.8385, 3.5273, -3.3780], [2.0511, 3.8465, -4.6383], [0.6916, 2.5126, -6.1874], [-0.8781, 0.8107, -5.2730], [-1.1249, 0.5447, -2.8772], [-1.9306, -6.6593, -0.5860], [-1.7729, -5.4148, 0.2530], [-0.5334, -5.0661, 0.7890], [-0.3634, -3.9318, 1.5681], [-1.4577, -3.1137, 1.8307], [-1.3420, -1.9203, 2.5958], [-0.5686, -1.7823, 3.7223], [0.1673, -2.6227, 4.1799], [-0.7283, -0.5358, 4.3500], [-0.8942, 0.7038, 3.7319], [-1.2999, 1.8253, 4.4475], [-1.4284, 3.0321, 3.7838], [-1.1440, 3.1011, 2.4290], [-0.7109, 2.0374, 1.7502], [-0.5878, 0.8744, 2.3909], [-2.6993, -3.4439, 1.3122], [-2.8507, -4.5812, 0.5286], [-1.6292, -7.5473, -0.0282], [-1.3070, -6.6121, -1.4808], [-2.9640, -6.7953, -0.9028], [0.3221, -5.7096, 0.6075], [0.6057, -3.6891, 1.9795], [-2.1228, -1.2878, 2.5258], [-0.4615, -0.5517, 5.3212], [-1.5052, 1.7501, 5.5093], [-1.7481, 3.9217, 4.3092], [-1.2896, 4.0231, 1.8802], [-0.1786, 0.0541, 1.8235], [-3.5591, -2.8172, 1.5292], [-3.8307, -4.8289, 0.1370]],
  "forces_ev_per_a": [[-1.20, 0.28, 0.80], [-0.10, 0.34, 0.15], [0.24, -0.30, -0.13], [-0.16, -0.13, -0.24], [0.73, -0.23, 0.14], [0.33, 0.19, -0.61], [0.00, -0.04, 0.21], [-0.91, -0.12, -0.33], [0.30, -0.22, -0.28], [-0.25, -0.18, -0.13], [0.08, 0.31, 0.11], [0.03, -0.05, 0.03], [0.69, 0.13, 0.14], [0.04, 0.04, 0.02], [0.07, 0.05, 0.02], [-0.08, 0.00, 0.04], [-0.02, 0.08, -0.05], [0.27, 0.25, -0.13], [-0.02, 0.01, -0.01], [-0.02, 0.03, -0.04], [0.01, -0.01, 0.00], [0.26, -0.21, -0.47], [-0.03, 0.11, 0.18], [0.00, 0.00, 0.09], [-0.01, 0.00, 0.02], [-0.03, -0.02, -0.01], [0.08, 0.03, -0.02], [-0.05, -0.11, -0.19], [0.07, -0.04, -0.10], [0.11, 0.06, 0.04], [-0.02, -0.05, -0.01], [0.02, -0.02, 0.06], [0.09, 0.17, -0.08], [-0.13, -0.02, -0.10], [0.05, 0.20, -0.04], [-0.02, 0.07, 0.09], [0.02, -0.02, -0.03], [-0.03, -0.03, -0.02], [-0.02, -0.01, 0.01], [-0.01, 0.02, 0.03], [-0.02, -0.03, 0.00], [-0.01, 0.00, 0.03], [0.03, 0.01, 0.02], [-0.05, 0.02, -0.01], [0.02, 0.09, 0.06], [0.02, -0.05, -0.08], [-0.05, -0.09, 0.10], [-0.25, -0.18, 0.31], [0.07, 0.04, 0.30], [-0.02, -0.28, -0.14], [0.13, -0.04, 0.04], [-0.15, 0.04, -0.07], [-0.14, 0.07, 0.02], [0.05, -0.11, 0.18], [-0.06, 0.08, 0.11], [0.04, 0.00, -0.02], [-0.14, -0.02, 0.12], [0.15, -0.08, -0.08], [0.24, 0.06, -0.16], [-0.11, -0.22, 0.03], [-0.04, 0.07, 0.08], [-0.01, 0.02, 0.00], [0.00, 0.00, 0.01], [0.02, 0.01, 0.02], [-0.02, 0.02, -0.01], [-0.12, -0.06, 0.09], [-0.05, 0.00, -0.03], [0.13, 0.04, 0.00], [-0.04, 0.01, -0.05], [-0.02, -0.04, -0.01], [0.03, -0.03, -0.01], [-0.07, 0.11, 0.03], [0.03, -0.02, -0.02], [0.00, 0.00, 0.02]]
}



No. 2
{
  "formula": "C3H10N2O2",
  "method": "ωB97M-V/def2-TZVPD",
  "spin_multiplicity": 1,
  "e_above_lowest_ev": 2.027,
  "homo_energy_ev": -9.056,
  "smiles": "NCNCC=O.O",
  "gap_ev": 9.830,
  "lumo_ev": 0.77,
  "symbols": ["N", "C", "N", "C", "C", "O", "H", "H", "H", "H", "H", "H", "H", "H", "O", "H", "H"],
  "coordinates": [[2.7983, 0.3213, -0.7510], [1.9956, 0.2113, 0.4746], [0.6009, 0.3729, 0.0310], [-0.2968, 0.1783, 1.1455], [-1.7886, 0.3870, 0.9380], [-2.4315, 0.6801, -0.0161], [2.6161, 1.2677, -1.0929], [3.7805, 0.3815, -0.5090], [2.1648, 1.0224, 1.1948], [2.1840, -0.7512, 0.9572], [0.4704, -0.3160, -0.7097], [-0.2338, -0.8223, 1.5955], [-0.0769, 0.9059, 1.9327], [-2.2240, 0.2333, 1.9570], [-1.1748, -1.6131, -1.4212], [-0.9169, -2.0699, -2.2471], [-2.1283, -1.7005, -1.4475]],
  "forces_ev_per_a": [[0.13, 0.74, 0.47], [-0.65, 0.66, -0.76], [0.64, -0.36, 0.35], [-0.40, 0.11, -1.07], [0.97, -0.25, 1.36], [-0.20, 0.11, -0.65], [-0.21, -0.31, -0.23], [0.18, -0.41, 0.09], [0.24, -0.16, 0.11], [0.09, -0.13, 0.04], [-0.50, 0.21, 0.27], [0.04, -0.10, 0.22], [0.21, -0.04, 0.12], [-0.59, 0.03, -0.23], [0.34, -0.74, -0.95], [0.08, 0.36, 0.66], [-0.36, 0.27, 0.24]]
}



No. 3
{
  "formula": "C7H4F6O",
  "method": "ωB97M-V/def2-TZVPD",
  "spin_multiplicity": 1,
  "e_above_lowest_ev": 2.227,
  "homo_energy_ev": [-7.623, -9.233],
  "gap_ev": [6.798, 8.685],
  "lumo_ev": [-0.83, -0.55],
  "symbols": ["C", "C", "C", "C", "C", "C", "C", "O", "F", "F", "F", "F", "F", "F", "H", "H", "H", "H"],
  "coordinates": [[1.4905, 0.6662, -0.4352], [0.7440, -0.2057, 0.3582], [1.3128, 0.2544, -1.7020], [0.0477, -1.0115, -0.4915], [-3.0618, -0.4569, -0.2459], [-0.8320, -2.0333, -0.2145], [-2.7337, 0.9350, -0.0433], [0.4405, -0.7738, -1.7687], [-3.7816, -0.9583, 0.7627], [-1.2559, -2.7748, -1.1897], [-0.9137, -2.5904, 1.0132], [-1.6660, 1.2660, -0.7356], [-3.7117, 1.8004, -0.4704], [-2.4848, 1.2709, 1.2659], [2.2418, 1.4216, -0.0847], [0.5559, -0.0564, 1.3259], [1.4704, 0.7330, -2.6854], [-3.5165, -0.6669, -1.1386]],
  "forces_ev_per_a": [[2.19, 0.94, 0.52], [-0.01, 0.31, -2.18], [-0.42, 1.04, -2.10], [1.46, -0.31, 0.26], [0.47, -1.02, 2.14], [-1.63, 0.42, 1.14], [0.09, 2.39, 1.32], [-0.67, -0.23, -0.08], [-0.16, -0.32, 0.51], [-0.21, -1.05, -0.21], [0.09, 0.51, -1.49], [0.99, 0.28, -0.76], [0.06, -0.52, 0.32], [-0.31, -0.58, -0.97], [-1.21, -0.73, -0.48], [-0.51, 0.08, 3.71], [0.45, -0.53, 0.86], [-0.65, -0.69, -2.49]]
}



No. 4
{
  "formula": "C6H13N2",
  "method": "ωB97M-V/def2-TZVPD",
  "spin_multiplicity": 1,
  "e_above_lowest_ev": 5.336,
  "homo_energy_ev": [-13.042, -12.800],
  "gap_ev": [8.495, 8.783],
  "total_charge": 1,
  "lumo_ev": [-4.55, -4.02],
  "symbols": ["C", "C", "C", "C", "C", "C", "N", "N", "H", "H", "H", "H", "H", "H", "H", "H", "H", "H", "H", "H", "H"],
  "coordinates": [[2.2934, -0.3695, 1.4584], [0.7083, 1.1490, 0.3898], [1.5681, -1.4627, 0.6204], [-0.2295, 0.0329, -0.0499], [-1.3999, 1.4700, -1.7357], [-1.4935, 0.2620, -0.8907], [1.9122, 0.9552, 1.1223], [0.0990, -1.3192, 0.4917], [2.1924, -0.5318, 2.5875], [3.4029, -0.3969, 1.2642], [1.0465, 1.7925, -0.3790], [0.1761, 2.0190, 0.9950], [1.9569, -1.4984, -0.4152], [1.8289, -2.3749, 1.0078], [-0.7033, 1.3779, -2.3961], [-1.1481, 2.3640, -1.1484], [-2.3411, 1.7083, -2.2396], [-1.6400, -0.7524, -1.4978], [-2.4563, 0.3215, -0.2247], [-0.2292, -1.9272, -0.3526], [-0.6000, -1.6606, 1.2104]],
  "forces_ev_per_a": [[0.02, -0.24, 0.26], [-1.16, 0.68, 1.95], [1.33, 1.46, -0.53], [0.09, 1.60, 0.44], [-3.95, 1.92, 3.16], [-0.89, -3.37, 1.74], [-0.23, 0.03, 0.36], [-2.76, -0.55, -2.78], [-0.07, 0.12, -1.33], [-0.97, -0.49, 0.18], [0.05, 0.47, -1.73], [0.30, -1.76, -0.78], [-0.32, 0.44, 0.45], [0.17, -2.44, 1.12], [4.30, -0.58, -4.31], [-0.21, -0.24, 0.05], [0.11, -0.24, 0.11], [0.11, 2.05, 0.83], [1.70, -0.20, -0.87], [0.90, 0.75, 1.66], [1.47, 0.63, 0.00]]
}